Formula: C45H55BrN4O3SW
Source: the Open Molecules 2025 dataset
Level of theory: wB97M-V/def2-TZVPD

Results
Relative energy (zero: lowest compared OMol25 entry of this formula, charge and spin)   5.780 eV
E_HOMO (alpha / beta)   -0.21500 / -0.22754 hartree
2S+1   3
Kohn-Sham gap (alpha / beta)   5.22 / 5.47 eV
⟨S²⟩   2.039

Each line ends with the Löwdin charge.
Cartesian coordinates (Å):
W1 0.00022 -0.69490 -0.35421  1.4250
C1 4.30952 0.35880 -3.38321  -0.0850
C2 5.20002 0.88740 -2.26551  -0.2006
N1 4.44532 1.79490 -1.39861  -0.1046
C3 4.88572 3.18770 -1.36461  -0.1811
C4 5.88112 3.41770 -0.22331  -0.0530
C5 3.47952 1.22210 -0.73621  0.0132
S1 1.67592 -1.44810 -1.72981  0.1899
N2 2.70232 2.09380 0.15339  -0.0118
C6 1.34072 2.18740 -0.45331  -0.2401
O1 0.71882 1.03620 -0.61681  -0.3204
C7 0.77272 3.44120 -0.74051  -0.1354
C8 -0.52688 3.44560 -1.31411  -0.0196
C9 -1.17678 4.61440 -1.61051  -0.0680
C10 -0.57698 5.84250 -1.34711  -0.0873
C11 0.67722 5.86870 -0.75391  -0.0948
C12 1.34852 4.70280 -0.45021  -0.0482
H1 4.85052 -0.36870 -3.98031  0.0783
H2 3.96762 1.16050 -4.03571  0.0774
H3 3.44612 -0.13780 -2.93741  -0.0406
H4 6.07122 1.41530 -2.66001  0.1166
H5 5.54672 0.04020 -1.66981  0.1210
H6 4.02512 3.85750 -1.26461  0.1028
H7 5.36382 3.42140 -2.31911  0.1267
H8 5.44822 3.15520 0.74129  0.0656
H9 6.18272 4.46160 -0.19251  0.0795
H10 6.77422 2.81130 -0.36061  0.0811
H11 -0.99958 2.49210 -1.49161  0.0896
H12 -2.16638 4.57990 -2.04371  0.1120
H13 -1.08938 6.75930 -1.59111  0.0989
H14 1.12832 6.82210 -0.51411  0.1030
H15 2.30352 4.78980 0.05869  0.0945
C13 -4.83868 0.26880 1.43959  -0.0590
C14 -4.60148 -0.70370 0.27979  -0.3478
C15 -3.67608 -1.85320 0.68629  -0.0496
C16 -4.18498 -0.07950 -1.04451  -0.1260
C17 -5.20158 0.06020 -1.98151  -0.0512
C18 -4.94778 0.37980 -3.30041  -0.0803
C19 -3.63318 0.45390 -3.72411  -0.0425
C20 -2.58128 0.34300 -2.82711  -0.1324
C21 -1.16258 0.28430 -3.35421  -0.3963
C22 -0.95108 -1.06400 -4.05321  -0.0811
C23 -0.79378 1.43880 -4.28781  -0.0502
C24 -2.85568 0.17780 -1.44831  -0.1628
N3 -1.80068 0.26890 -0.52661  -0.1378
C25 -1.96028 1.12410 0.54659  -0.1960
C26 -1.13738 0.99910 1.61499  -0.1764
N4 -0.14768 0.03510 1.58009  -0.1272
C27 0.44252 -0.35740 2.78569  -0.1741
C28 1.85222 -0.37590 2.86229  -0.1349
C29 2.47592 -0.72740 4.04339  -0.0390
C30 1.72882 -1.07920 5.15369  -0.0747
C31 0.34992 -1.09040 5.07639  -0.0397
C32 -0.31468 -0.74480 3.90769  -0.1297
C33 -1.81238 -0.93950 3.82509  -0.3778
C34 -2.58098 -0.07040 4.82069  -0.0525
C35 -2.12738 -2.42840 3.99839  -0.0510
C36 2.63992 0.01260 1.63009  -0.3195
C37 4.03272 -0.59990 1.53629  -0.0540
C38 2.68992 1.55030 1.54829  -0.0349
H16 -5.34658 -0.25490 2.24789  0.0761
H17 -5.46998 1.09480 1.11759  0.0812
H18 -3.90738 0.66530 1.82739  0.0435
H19 -5.57878 -1.15970 0.07139  0.1251
H20 -2.65028 -1.51760 0.87079  0.0510
H21 -3.64278 -2.60300 -0.10301  0.0845
H22 -4.05238 -2.32390 1.59279  0.0741
H23 -6.22108 -0.11470 -1.66381  0.1093
H24 -5.76528 0.49870 -3.99721  0.0985
H25 -3.42628 0.59860 -4.77341  0.1072
H26 -0.45158 0.29840 -2.48651  0.0493
H27 -1.55668 -1.13690 -4.95341  0.0776
H28 -1.23028 -1.87370 -3.37931  0.0600
H29 0.09692 -1.18570 -4.31791  0.0562
H30 -1.36868 1.40000 -5.20951  0.0713
H31 0.26072 1.36750 -4.54521  0.0801
H32 -0.96978 2.40220 -3.81501  0.0614
H33 -2.72168 1.89170 0.49889  0.1257
H34 -1.22448 1.62880 2.49479  0.1233
H35 3.55232 -0.72760 4.10429  0.1044
H36 2.22092 -1.37080 6.06739  0.0985
H37 -0.22498 -1.39130 5.94029  0.1097
H38 -2.14798 -0.65860 2.82489  0.0878
H39 -2.29828 -0.28790 5.84739  0.0722
H40 -3.64968 -0.24160 4.71189  0.0743
H41 -2.38968 0.98400 4.63029  0.0742
H42 -1.89428 -2.77670 5.00049  0.0747
H43 -1.53548 -3.00340 3.28959  0.0803
H44 -3.17938 -2.62510 3.80269  0.0685
H45 2.06722 -0.38060 0.75199  0.0454
H46 4.74092 -0.10310 2.19479  0.0764
H47 4.37242 -0.50180 0.50769  0.0519
H48 3.98512 -1.65510 1.78189  0.0926
H49 3.59522 1.90630 2.05289  0.1335
H50 1.81902 1.98790 2.04619  0.1456
H51 3.04412 3.06310 0.20059  0.1184
Br1 1.19452 -7.69410 1.54169  0.7299
C39 0.14192 -6.59290 0.38669  -0.6569
C40 -0.67748 -7.20320 -0.55791  -0.0975
C41 -1.42998 -6.39050 -1.40541  -0.0607
C42 -1.36748 -5.02480 -1.31761  0.0192
C43 -0.54108 -4.41130 -0.34121  -0.1120
C44 0.22392 -5.23400 0.52369  -0.0328
C45 -0.48778 -3.01310 -0.21781  -0.5227
O2 0.20012 -2.36590 0.71359  -0.1723
O3 -1.14958 -2.17770 -1.00251  -0.2036
H52 -0.72598 -8.27700 -0.63611  0.1027
H53 -2.06448 -6.86040 -2.14251  0.1112
H54 -1.93738 -4.38630 -1.97571  0.1244
H55 0.85722 -4.76350 1.26029  0.1208

Formula: C45H56BN7O6S4V
Source: the Open Molecules 2025 dataset
Level of theory: wB97M-V/def2-TZVPD

Results
Relative energy (zero: lowest compared OMol25 entry of this formula, charge and spin)   2.358 eV
E_HOMO (alpha / beta)   -0.03505 / -0.06261 hartree
2S+1   4
Kohn-Sham gap (alpha / beta)   4.82 / 5.57 eV
Total charge   -2
⟨S²⟩   3.774

Each line ends with the Löwdin charge.
Cartesian coordinates (Å):
V1 -0.35529 -1.72048 0.10115  0.6809
C1 0.03896 -0.51092 3.46675  -0.2157
C2 -0.70783 -1.49477 2.78479  -0.2373
C3 0.05458 -2.68631 2.79177  -0.2116
C4 1.26765 -2.41983 3.44642  -0.1926
C5 1.25469 -1.07934 3.86734  -0.1982
H1 -0.30834 0.48587 3.70730  0.0543
H2 -1.75930 -1.43281 2.52932  0.0697
H3 -0.29267 -3.65526 2.45613  0.0770
H4 2.07148 -3.12785 3.60489  0.0688
H5 2.05211 -0.57248 4.39858  0.0640
C6 -6.60700 1.72191 4.36859  -0.0662
C7 -5.42002 1.84385 3.44965  -0.2847
C8 -4.25665 1.11929 3.69265  -0.0280
C9 -3.19658 1.15226 2.80138  -0.0416
C10 -3.28911 1.91532 1.64984  -0.2686
C11 -4.42708 2.67266 1.41170  -0.0694
C12 -5.48376 2.63797 2.30541  -0.0519
S1 -2.00596 1.80636 0.39043  0.5875
O1 -0.84691 2.45980 0.95334  -0.3273
O2 -2.57162 2.44757 -0.78344  -0.3276
N1 -1.67563 0.26472 0.20765  -0.1056
C13 -2.65522 -0.60572 -0.16792  -0.3804
C14 -4.01506 -0.34151 -0.41563  -0.0179
C15 -4.89063 -1.39100 -0.62353  -0.0899
C16 -4.40506 -2.69367 -0.64113  -0.0860
C17 -3.04692 -2.88668 -0.49668  -0.0903
N2 -2.18592 -1.88130 -0.26423  -0.0405
H6 -6.30939 1.33473 5.34289  0.0687
H7 -7.33516 1.02784 3.94117  0.0781
H8 -7.10875 2.68024 4.51159  0.0691
H9 -4.18939 0.50171 4.58117  0.1123
H10 -2.30013 0.56982 2.98156  0.0813
H11 -4.46993 3.25687 0.50089  0.1073
H12 -6.38152 3.21271 2.10330  0.1041
H13 -4.35780 0.67651 -0.44964  0.0851
H14 -5.94619 -1.19179 -0.76950  0.0932
H15 -5.05872 -3.54124 -0.79347  0.0924
H16 -2.59935 -3.86609 -0.58900  0.0752
C18 -0.86236 3.96598 3.71269  -0.1090
C19 0.46118 4.61341 4.10941  -0.2630
C20 1.49109 4.61427 2.97073  -0.1974
C21 2.30756 3.31028 2.81944  -0.1707
N3 1.76313 2.27530 1.96750  0.0178
C22 2.27984 1.84437 0.80821  -0.7834
S2 2.18089 0.24039 0.34019  0.8188
N4 3.05924 2.67397 0.04780  -0.0009
C23 2.86519 4.09766 -0.19446  -0.1910
C24 2.49215 4.38679 -1.65168  -0.1864
C25 1.01590 4.15716 -1.96178  -0.2512
C26 0.12697 5.28356 -1.44149  -0.0919
H17 -1.60214 4.05634 4.51069  0.0698
H18 -0.72461 2.91266 3.48463  0.0459
H19 -1.25870 4.42370 2.80609  0.0725
H20 0.88427 4.10086 4.97999  0.0986
H21 0.27281 5.64966 4.40915  0.0932
H22 2.20711 5.42404 3.14620  0.1019
H23 0.96167 4.81737 2.03829  0.0865
H24 2.43803 2.87974 3.81810  0.1206
H25 3.29975 3.55622 2.43456  0.1103
H26 1.11514 1.60520 2.36842  0.0872
H27 3.39585 2.16506 -0.75869  0.0964
H28 3.79649 4.62408 0.04809  0.1102
H29 2.08737 4.46064 0.47120  0.0829
H30 3.10334 3.74552 -2.29698  0.0938
H31 2.75664 5.42616 -1.87789  0.1084
H32 0.68093 3.21564 -1.52849  0.1107
H33 0.87762 4.07397 -3.04359  0.0635
H34 0.21884 5.38943 -0.35858  0.0589
H35 -0.91463 5.04567 -1.65346  0.0714
H36 0.38735 6.23862 -1.90972  0.0671
C27 1.98582 3.81623 -5.55972  -0.0654
C28 2.97539 2.65481 -5.68369  -0.5561
C29 4.38239 3.20113 -5.40281  -0.0551
C30 2.89879 2.12034 -7.12381  -0.0569
C31 2.65545 1.50440 -4.72594  -0.1948
C32 3.51081 0.40458 -4.65885  -0.0649
C33 3.25517 -0.70671 -3.85356  0.0133
C34 2.10091 -0.69547 -3.10007  -0.2411
O3 1.60116 -1.61500 -2.24732  0.0716
B1 0.38815 -1.07681 -1.68609  -0.5339
O4 0.17567 0.16643 -2.35399  0.0937
C35 1.23051 0.39582 -3.16200  -0.2227
C36 1.48599 1.49360 -3.95807  0.0507
H37 2.29912 4.62847 -6.22052  0.0804
H38 1.94675 4.20005 -4.53867  0.0548
H39 0.98079 3.51051 -5.85522  0.0901
H40 4.63435 4.00319 -6.10348  0.0766
H41 5.13790 2.42157 -5.49204  0.0687
H42 4.42974 3.59908 -4.38703  0.0755
H43 3.02594 2.92749 -7.85295  0.0745
H44 1.92508 1.65632 -7.28898  0.0886
H45 3.66564 1.36654 -7.30518  0.0739
H46 4.41157 0.39367 -5.26245  0.0934
H47 3.94034 -1.54418 -3.82840  0.1118
H48 0.76957 2.30504 -3.96444  0.1012
N5 -0.09781 -9.67065 3.54863  0.0706
C37 -0.30650 -8.90958 2.38638  -0.3338
C38 0.07759 -9.39950 1.13959  -0.0469
C39 -0.15961 -8.65859 -0.00820  -0.0697
C40 -0.77548 -7.42501 0.08595  -0.3023
C41 -1.17244 -6.93145 1.31937  -0.0545
C42 -0.93790 -7.66868 2.46597  -0.0300
S3 -1.11160 -6.43192 -1.37081  0.5339
O5 -2.53828 -6.51844 -1.58590  -0.3366
O6 -0.27128 -6.95223 -2.42974  -0.3620
N6 -0.77949 -4.94356 -0.91881  -0.1450
C43 0.45718 -4.54249 -0.61609  -0.6443
S4 1.92146 -5.53649 -0.79914  1.0121
C44 2.86390 -4.25063 -0.10774  -0.4055
C45 2.07056 -3.21334 0.20153  -0.2664
N7 0.73061 -3.36047 -0.08397  -0.1069
H49 0.67715 -10.31001 3.48656  0.0726
H50 -0.06237 -9.11409 4.38729  0.0759
H51 0.56186 -10.36836 1.07574  0.0999
H52 0.14651 -9.01422 -0.98373  0.1092
H53 -1.64106 -5.95626 1.36604  0.1150
H54 -1.24496 -7.28403 3.43215  0.1083
H55 3.93093 -4.34267 0.00191  0.0492
H56 2.40352 -2.29116 0.65423  0.0503

Number 1: DFT total energy -5231.69332 Eh. Number 2: DFT total energy -5144.83816 Eh.